No. 1
The following is a quantum chemistry calculation of C8H18CrF10FeN8O26S6 as an isolated structure, from OMol25.

Computed properties:
HOMO-LUMO gap (spin up / spin down) (eV): 6.63 / 6.20
Electronic energy (eV): -228708.437
Largest force on an atom (eV/Å): 9.106

```
! RIJCOSX wB97M-V def2-TZVPD def2/J DEFGRID3
* xyz 1 10
Fe -2.62574 -0.56630 0.11099
Cr 0.39577 3.63301 1.04173
C 1.93456 -0.13728 -0.92080
F 2.09319 -1.43192 -1.05202
F 3.05611 0.49991 -0.61900
F 1.52770 0.34731 -2.09539
S 0.66926 0.20791 0.46912
O 0.79955 1.63838 0.76932
O -0.71426 -0.07109 0.06731
O 1.03949 -0.68874 1.52574
C -3.89391 3.77739 -0.70345
F -3.90331 5.03311 -0.29704
F -5.12056 3.29295 -0.84306
F -3.25998 3.73832 -1.86098
S -2.96700 2.76748 0.54518
O -1.58587 3.22977 0.47135
O -3.59375 3.03351 1.81114
O -3.03579 1.34237 0.15968
N -2.89039 -1.04896 1.89321
S -4.12063 -2.07535 2.71769
O -5.33515 -1.39563 3.07357
O -3.54768 -3.12428 3.50979
F -4.54380 -2.81962 1.38192
S -2.54841 -0.47857 3.37781
O -1.63071 -1.31135 4.07074
O -3.51521 0.32899 4.04219
F -1.51773 0.57465 2.74519
N -3.09813 -0.96956 -1.65446
S -4.01137 -2.20615 -2.50728
O -3.34892 -3.09180 -3.43633
O -5.35596 -1.87452 -2.79756
F -4.11012 -3.15150 -1.21119
S -2.93538 -0.20673 -3.03011
O -4.03945 0.50520 -3.56572
O -1.91325 -0.69874 -3.90346
F -2.05990 0.99485 -2.36773
C 1.58596 -1.32982 5.23233
N 2.21254 -2.43685 5.99470
O 2.06799 -3.55366 5.50116
O 2.85807 -2.27036 6.99715
H 0.85564 -0.70025 5.73192
H 1.20732 -1.76112 4.31201
H 2.42278 -0.68493 4.95625
C 4.44098 3.17719 1.78918
N 3.78170 3.51926 0.50579
O 4.45068 3.82825 -0.43564
O 2.54731 3.46161 0.48415
H 5.52292 3.23782 1.73441
H 3.95531 2.28930 2.18705
H 4.20161 3.96812 2.50564
C 0.59569 4.02181 -3.54041
N 0.05083 4.34286 -2.20008
O -0.59940 5.33629 -2.05502
O 0.43620 3.64575 -1.25382
H 1.65773 4.26401 -3.49880
H 0.10523 4.71427 -4.21834
H 0.51429 2.98542 -3.85622
C 1.65222 -0.32387 -5.89015
N 0.51641 -0.98534 -6.58693
O 0.69569 -2.06900 -7.12037
O -0.50897 -0.36063 -6.70967
H 1.22817 -0.20239 -4.88946
H 1.86214 0.65938 -6.29612
H 2.49484 -0.98826 -5.72806
C 4.26790 -2.29403 1.39468
N 4.86052 -1.64762 2.59734
O 4.76405 -0.43281 2.61580
O 5.14876 -2.35015 3.53668
H 4.27369 -1.58796 0.56949
H 3.30499 -2.78895 1.47582
H 4.97707 -3.05979 1.07529
C -0.08058 -4.39859 0.30638
N -1.46542 -3.86858 0.26480
O -2.35811 -4.65399 0.43366
O -1.59491 -2.66342 0.09455
H 0.61083 -3.96268 -0.41025
H -0.19628 -5.47334 0.20110
H 0.38240 -4.20000 1.27392
*
```

No. 2
The following is a quantum chemistry calculation of one molecule with the formula C4H3NO3, from OMol25.

Computed properties:
HOMO-LUMO gap (eV): 9.38
Electronic energy (eV): -11826.758
SMILES string: O=C1OC=N/C1=C\O
Largest force on an atom (eV/Å): 5.854

```
! RIJCOSX wB97M-V def2-TZVPD def2/J DEFGRID3
* xyz 0 1
O -1.55733 -1.73697 -0.10978
C -1.04947 -0.62833 0.09470
O -1.82675 0.41972 0.03417
C -0.87064 1.60760 -0.00159
N 0.33605 1.32894 -0.14884
C 0.34261 -0.09341 0.00165
C 1.55759 -0.66853 0.09664
O 2.80046 -0.18034 -0.01226
H -1.32919 2.40267 0.45680
H 1.34661 -1.83762 0.27311
H 2.41860 0.80915 -0.13348
*
```

No. 3
The following is a quantum chemistry calculation of C18H40N2O4PRuS6 as an isolated structure, from OMol25.

Computed properties:
HOMO-LUMO gap (spin up / spin down) (eV): 7.34 / 5.82
Electronic energy (eV): -107342.086
Largest force on an atom (eV/Å): 0.325

```
! RIJCOSX wB97M-V def2-TZVPD def2/J DEFGRID3
* xyz 3 5
Ru 0.35003 -0.69546 0.19096
C -1.12318 -2.10147 -2.25366
N -0.48647 -2.36552 -0.94101
C 0.58952 -3.35960 -1.19521
C -1.48962 -2.97276 -0.02024
C -0.85364 -3.28828 1.31913
N -0.22752 -2.06657 1.89653
C -1.25821 -1.34512 2.68218
C 0.87058 -2.45766 2.80392
H -1.35055 -3.05043 -2.74309
H -0.43886 -1.52838 -2.87669
H -2.04340 -1.54837 -2.10850
H 0.14008 -4.33566 -1.39010
H 1.26615 -3.43748 -0.34500
H 1.14274 -3.05732 -2.08168
H -1.88526 -3.88537 -0.47730
H -2.31444 -2.26560 0.08117
H -0.09017 -4.06001 1.22454
H -1.60587 -3.67625 2.01160
H -1.58368 -1.96956 3.51856
H -2.12058 -1.13192 2.04940
H -0.84986 -0.41411 3.07391
H 0.50245 -3.16063 3.55682
H 1.25875 -1.57410 3.30823
H 1.66829 -2.93214 2.23003
C 4.30899 -2.54172 -1.22413
S 3.10086 -1.35862 -1.80252
C 4.17160 0.02925 -2.13593
O 2.34980 -0.93164 -0.51775
H 4.74809 -2.17036 -0.29989
H 5.07067 -2.64600 -1.99571
H 3.82322 -3.50210 -1.07068
H 4.81855 -0.24367 -2.96837
H 4.75326 0.26596 -1.24691
H 3.54507 0.86797 -2.43003
C -2.87897 3.72964 1.26021
C -2.04109 2.48182 1.35142
O -1.39384 2.25836 0.05113
P -1.25468 0.85970 -0.65605
O -2.62290 0.09480 -0.51348
C -3.90653 0.62932 -1.04662
C -5.02016 0.17811 -0.14274
O -1.01369 1.19925 -2.16050
C -0.76802 2.51812 -2.78081
C -2.06029 3.11392 -3.26718
H -3.32929 3.92752 2.23192
H -3.68172 3.61990 0.53355
H -2.27292 4.59105 0.98752
H -2.63481 1.59816 1.59202
H -1.23260 2.57303 2.07900
H -3.99420 0.23336 -2.05804
H -3.82093 1.71532 -1.09603
H -5.08937 -0.90749 -0.10953
H -5.96472 0.55860 -0.52993
H -4.89620 0.56161 0.86837
H -0.07762 2.29653 -3.59249
H -0.27293 3.14353 -2.03887
H -2.57602 2.43120 -3.93943
H -1.84291 4.02586 -3.82322
H -2.71636 3.37689 -2.43857
C 4.05640 0.14476 3.24938
S 4.74509 1.17711 1.93847
C 3.52996 2.27082 1.37563
C 2.13584 2.15235 1.21891
S 1.22107 0.76334 1.76676
S 1.35802 3.51534 0.56169
C 2.75446 4.50524 0.28420
S 2.68040 5.98151 -0.39810
S 4.21039 3.76552 0.86829
H 4.95011 -0.27392 3.71274
H 3.43273 -0.64913 2.85472
H 3.53093 0.74964 3.98307
*
```

No. 4
The following is a quantum chemistry calculation of one molecule with the formula C5H8N2, from OMol25.

Computed properties:
HOMO-LUMO gap (eV): 8.56
Electronic energy (eV): -8292.147
SMILES string: Cc1c[nH]c(N)c1
Largest force on an atom (eV/Å): 1.281

```
! RIJCOSX wB97M-V def2-TZVPD def2/J DEFGRID3
* xyz 0 1
C 1.63354 -0.79427 -0.72608
C 0.16782 -1.28332 -0.38935
C -0.93470 -0.81738 -1.13836
N -1.44960 0.25726 -0.48825
C -0.74957 0.49256 0.68069
N -0.90723 1.72412 1.35349
C 0.11363 -0.53882 0.82585
H 1.83230 0.25467 -0.37902
H 2.40761 -1.39410 -0.24803
H 1.71905 -0.74713 -1.79896
H -1.43574 -1.17238 -2.03915
H -2.21661 0.84278 -0.77811
H -0.95606 1.55370 2.34779
H -0.09294 2.31496 1.19307
H 0.86849 -0.69265 1.58442
*
```